ORCA calculation (wB97M-V/def2-TZVPD) on an isolated molecule of C4H9NO2.

Last column: Mulliken charge in e.
Atoms and positions in Å:
1 H 2.12 0.49 1.91  0.281
2 H 2.51 2.14 1.27  0.299
3 C 1.25 -0.71 -0.09  -0.433
4 H 1.88 -1.29 -0.77  0.290
5 H 1.47 -1.18 0.90  0.300
6 H 2.89 0.73 -0.47  0.314
7 H -0.67 1.38 -0.02  0.286
8 O -2.35 -1.15 -0.66  -0.621
9 N -0.16 -1.03 -0.12  -0.188
10 O -1.52 0.93 -0.22  -0.481
11 H 1.21 1.41 -0.87  0.428
12 H 0.69 1.51 1.58  0.319
13 C 1.77 0.81 -0.14  -0.666
14 H -0.30 -2.01 -0.22  0.181
15 C 1.74 1.30 1.27  -0.929
16 C -1.38 -0.45 -0.27  0.621

Computed properties:
SMILES: CCCNC(=O)O
HOMO-LUMO gap, eV: 10.14
Net charge: 0
Energy relative to the best compared isomer or geometry (same formula, charge and spin), kJ/mol: 164.8
Multiplicity: 1

=====

ORCA calculation (wB97M-V/def2-TZVPD) on a 2-piece molecular cluster, C7H13N4 overall.

Last column: Mulliken charge in e.
Atoms and positions in Å:
1 H 1.26 -1.76 0.70  0.290
2 H 1.28 1.55 -0.09  0.386
3 H 1.90 1.99 -3.00  0.237
4 H -0.32 0.08 -3.45  0.294
5 C -0.33 -1.29 2.12  0.857
6 C 0.17 -0.34 -1.62  -0.283
7 C -0.19 -0.52 -0.24  -0.053
8 H 2.70 0.85 -1.07  0.365
9 H -1.89 0.40 -0.76  0.284
10 H -0.09 -1.87 4.03  0.237
11 N 1.63 2.21 -2.01  -0.367
12 H 1.14 3.19 -1.96  0.303
13 N 0.31 -1.96 3.07  -0.420
14 C -1.66 -0.85 2.25  -0.701
15 C -2.11 -0.02 1.27  -0.249
16 H -0.65 1.39 -2.31  0.235
17 H -2.10 -0.75 3.21  0.315
18 H 0.85 -2.77 2.83  0.240
19 C 1.81 1.36 -1.00  -0.513
20 N -0.54 0.40 -2.50  -0.536
21 N -1.46 0.19 0.11  -0.066
22 H -3.04 0.55 1.49  0.352
23 H 0.92 -0.94 -1.98  0.567
24 C 0.42 -1.09 0.90  -0.775

Computed properties:
HOMO-LUMO gap (alpha / beta), eV: 7.01 / 7.02
Net charge: +1
Energy relative to the best compared isomer or geometry (same formula, charge and spin), kJ/mol: 307.6
Multiplicity: 1

=====

ORCA calculation (wB97M-V/def2-TZVPD) on C56H50Cl3GaN6OP2S2 as an isolated structure.

Last column: Mulliken charge in e.
Atoms and positions in Å:
1 C -1.08 6.07 -2.10  -0.416
2 C -3.55 -2.60 -1.17  -1.257
3 H 0.46 -1.59 -4.20  0.893
4 H -6.39 2.16 -0.47  0.492
5 C 0.76 -5.55 -4.52  -0.730
6 C 2.21 4.06 1.34  -0.637
7 H -2.07 -1.86 -3.82  0.346
8 C -5.36 2.14 -0.14  -1.082
9 H 3.53 3.61 -0.30  0.494
10 C -2.85 7.82 0.48  0.769
11 C 0.23 6.82 -2.04  -0.418
12 N 1.30 1.47 1.00  0.609
13 C 3.33 -3.56 -0.06  -0.654
14 Cl 4.16 9.04 -1.67  -0.191
15 C -4.44 -3.58 -0.78  -0.601
16 C -0.34 -6.39 -4.35  -0.532
17 C -0.77 2.93 6.90  -0.512
18 H -4.75 -4.35 -1.48  0.519
19 C -2.72 2.10 0.67  0.856
20 H -0.95 3.29 7.90  0.430
21 H -1.87 6.76 -2.40  0.839
22 Cl -4.19 6.83 0.07  -0.202
23 H 1.28 3.82 -4.21  0.549
24 H 1.71 -3.73 -3.94  0.366
25 H 0.83 4.12 3.00  0.831
26 C -0.68 2.91 -1.83  -1.764
27 C -1.83 2.49 6.12  -0.866
28 C -1.55 7.42 0.58  -0.413
29 H -2.84 2.50 6.52  0.446
30 Cl -1.09 9.13 -2.64  -0.181
31 C -0.97 -1.70 2.80  0.424
32 H -1.02 10.64 1.43  0.463
33 C 1.60 -2.42 -1.30  -0.804
34 P -0.09 -2.45 -1.98  1.865
35 H -2.17 -6.72 -3.29  0.446
36 C 0.85 -4.37 -3.80  -0.440
37 H -0.65 5.37 -4.09  0.430
38 C -1.61 2.02 4.84  -0.279
39 H 3.55 6.28 -1.41  0.547
40 C 0.52 2.92 6.39  -1.012
41 C 4.05 -2.38 0.06  -0.886
42 C -1.10 4.98 -3.18  -1.888
43 H -1.59 -0.39 -4.62  0.538
44 C -4.92 3.07 0.79  -0.889
45 H 0.03 6.00 0.45  -0.276
46 H -2.05 1.00 -2.81  0.583
47 C 0.80 3.31 -3.39  -1.483
48 P -2.10 -0.24 -0.82  1.947
49 C 2.63 6.82 -1.63  -1.452
50 H 1.57 -4.52 -0.81  0.516
51 H 2.01 1.58 -2.86  0.452
52 H -3.36 -0.16 -2.79  0.717
53 C 1.15 2.20 -2.69  -0.457
54 Ga -0.03 -0.03 0.51  0.960
55 H -1.99 -4.63 -1.98  0.383
56 H 0.41 -0.29 -3.01  -0.472
57 C 2.25 1.98 0.20  0.046
58 C 2.67 8.19 -1.83  0.099
59 H -4.95 -2.59 2.42  0.502
60 C -1.33 -6.06 -3.44  -0.669
61 C -2.28 -0.05 -2.64  -0.776
62 H -5.65 -4.35 0.82  0.431
63 H -3.24 3.76 1.94  0.513
64 C -3.66 -1.61 1.02  -0.456
65 C -0.08 1.53 2.95  0.915
66 C 0.84 2.23 2.02  0.330
67 H -3.39 -0.83 1.72  0.578
68 C -3.16 1.16 -0.24  0.843
69 C -1.06 6.02 0.35  0.224
70 S -3.07 9.47 0.85  -0.173
71 H -1.30 -3.66 3.27  0.216
72 C -4.49 1.19 -0.65  -0.944
73 C -0.72 8.51 0.97  -1.012
74 H 1.40 5.09 -1.56  -0.037
75 H 1.55 9.95 -2.31  0.506
76 H 2.62 1.33 -0.57  0.493
77 C -0.07 -1.21 -3.33  -0.224
78 H -4.88 0.44 -1.34  0.369
79 C 2.31 -1.23 -1.16  0.052
80 H 1.76 2.45 4.71  0.536
81 C 2.12 -3.59 -0.73  -0.686
82 C 1.25 3.53 2.20  -0.610
83 N -0.52 0.43 2.46  0.993
84 N -1.17 -0.48 3.23  -1.479
85 H -1.98 -2.50 4.36  0.270
86 H 1.54 -5.81 -5.23  0.434
87 C -1.54 -0.92 -3.67  -1.753
88 H -1.68 2.15 0.96  -0.259
89 C -0.31 2.01 4.32  -0.124
90 C 0.31 8.20 -2.25  0.996
91 H -2.43 1.66 4.24  0.462
92 H -5.60 3.80 1.20  0.537
93 N -0.36 3.77 -2.82  0.542
94 O -1.48 5.45 -0.88  0.080
95 H -1.48 5.35 1.11  0.698
96 H -0.41 -7.31 -4.91  0.411
97 H 4.12 -0.30 -0.43  0.520
98 C 2.75 3.26 0.36  -1.344
99 C -3.15 -1.61 -0.27  0.545
100 N 0.21 1.94 -1.71  0.983
101 H 5.01 -2.37 0.55  0.445
102 C 1.52 8.88 -2.15  -0.749
103 H 1.96 -0.34 -1.68  0.551
104 C 0.75 2.47 5.10  -0.142
105 H -3.17 -2.60 -2.18  0.703
106 C -3.59 3.05 1.20  -0.730
107 H 1.35 3.26 7.00  0.440
108 C -0.15 -4.02 -2.89  0.373
109 C -1.40 9.67 1.15  -0.412
110 H 2.54 5.08 1.46  0.486
111 N -1.53 -2.71 3.48  -0.300
112 C 1.42 6.16 -1.74  1.180
113 C -4.55 -2.60 1.42  -0.867
114 C 3.54 -1.21 -0.50  -0.694
115 H -1.55 3.06 -1.22  0.821
116 C -1.23 -4.88 -2.71  -0.532
117 C -4.94 -3.59 0.52  -0.868
118 S -0.01 -2.16 1.40  -0.465
119 H 3.72 -4.47 0.37  0.460
120 H -2.13 4.70 -3.40  0.382
121 H 0.36 8.43 1.10  0.425

Computed properties:
HOMO-LUMO gap, eV: 6.40
Net charge: +2
Energy relative to the best compared isomer or geometry (same formula, charge and spin), kJ/mol: 0.0
Multiplicity: 1

=====

no.,M (g/mol)
1,103.12
2,153.21
3,1125.22